[1]
Entry from OMol25: a cluster of 2 separate species, C3H9N4 in total (ωB97M-V with the def2-TZVPD basis set).

Structure (ORCA input):
```
! RIJCOSX wB97M-V def2-TZVPD def2/J DEFGRID3
* xyz 1 1
C -1.29 -1.16 0.07
C -1.95 -0.07 -0.44
C 0.02 1.10 0.36
N -0.52 -0.94 1.17
N -0.10 0.25 1.39
N 0.01 2.43 0.50
N 2.06 -1.38 -0.64
H -1.35 -2.22 -0.27
H -2.35 -0.13 -1.47
H -2.47 0.72 0.08
H 0.37 0.62 -0.62
H 0.66 3.07 -0.06
H -0.27 2.83 1.45
H 2.40 -1.14 0.31
H 3.00 -1.59 -1.10
H 1.76 -2.39 -0.73
*
```

Output
* orbital gap: 0.309 Ha
* energy above the lowest of the compared OMol25 structures with the same formula, charge and spin: 104.9 kcal/mol
* LUMO energy: -0.21807 Eh



[2]
Entry from OMol25: a structure of composition C29H46MnP2S (ωB97M-V with the def2-TZVPD basis set).

Structure (ORCA input):
```
! RIJCOSX wB97M-V def2-TZVPD def2/J DEFGRID3
* xyz 2 4
Mn 0.12 -0.34 0.21
C 0.93 1.08 -1.19
C -0.01 0.23 -1.88
C -1.16 1.39 -0.22
C 0.20 1.82 -0.18
C -1.30 0.38 -1.24
C 2.32 1.40 -1.62
H 2.78 0.58 -2.18
H 2.95 1.62 -0.75
H 2.34 2.29 -2.27
C 0.70 3.02 0.52
H 1.77 3.18 0.35
H 0.52 2.97 1.61
H 0.17 3.92 0.15
C -2.31 2.09 0.42
H -2.57 2.98 -0.16
H -2.07 2.42 1.44
H -3.20 1.45 0.47
C -2.60 -0.16 -1.71
H -3.10 0.55 -2.39
H -3.28 -0.33 -0.86
H -2.48 -1.11 -2.25
C 0.22 -0.46 -3.17
H -0.01 0.21 -4.01
H -0.43 -1.34 -3.29
H 1.26 -0.77 -3.30
C 3.58 -4.87 1.09
C 4.07 -4.78 -0.16
C 3.90 -5.82 -1.22
C 2.57 -6.64 -1.17
C 1.34 -5.90 -0.77
C 0.85 -5.88 0.48
C 1.58 -6.40 1.68
C 3.12 -6.16 1.70
H 4.73 -6.55 -1.17
H 2.72 -7.52 -0.52
H 3.98 -5.34 -2.21
H 3.62 -7.01 1.21
H 3.66 -4.04 1.79
H 4.81 -4.01 -0.40
H 3.43 -6.16 2.75
H 1.15 -5.95 2.59
H -0.18 -5.57 0.70
H 1.42 -7.50 1.78
H 2.40 -7.02 -2.19
H 0.82 -5.45 -1.61
P 1.99 -1.44 0.59
C 3.20 -1.19 1.87
C 2.84 -1.92 -0.94
P -0.69 -2.47 0.33
C 0.98 -2.93 1.01
C -0.99 -3.50 -1.12
C -1.97 -2.97 1.49
H 2.74 -0.66 2.71
H 4.00 -0.56 1.45
H 3.63 -2.15 2.21
H 3.19 -2.96 -0.87
H 3.72 -1.27 -1.07
H 2.21 -1.84 -1.83
H -1.84 -4.03 1.77
H -2.94 -2.85 0.98
H -1.98 -2.35 2.39
H 0.95 -3.14 2.09
H 1.44 -3.77 0.49
H -2.06 -3.45 -1.36
H -0.72 -4.54 -0.93
H -0.42 -3.14 -1.99
S -0.39 -0.14 2.38
C -0.08 1.03 3.68
C -0.59 2.35 3.72
C -0.41 3.15 4.85
C 0.27 2.67 5.97
C 0.79 1.36 5.94
C 0.62 0.56 4.81
H -1.15 2.73 2.87
H -0.80 4.16 4.86
H 0.39 3.29 6.86
H 1.32 0.97 6.81
H 1.01 -0.46 4.80
*
```

Output
* orbital gap (alpha / beta): 0.234 / 0.246 Ha
* LUMO energy (alpha / beta): -0.26631 / -0.26148 Eh



no.,total energy (Ha)
1,-338.3536
2,-3363.9254